ORCA calculation (ωB97M-V with the def2-TZVPD basis set) on a structure of composition C23H35AsBClN10O6OsSi2.

Each line ends with the Mulliken charge.
Positions of all 80 atoms, in Å:
1 Os -0.901 0.135 0.678  2.906
2 C 2.617 1.160 3.252  -1.552
3 C 1.885 0.256 2.492  -0.542
4 N 1.111 0.915 1.633  0.016
5 N 1.307 2.226 1.822  0.234
6 C 2.207 2.401 2.803  -0.143
7 B 0.404 3.302 1.178  0.397
8 N 0.175 3.024 -0.330  0.628
9 C 0.111 3.939 -1.310  -0.044
10 C -0.285 3.311 -2.473  -1.507
11 C -0.457 1.979 -2.109  -0.409
12 N -0.168 1.828 -0.821  -0.461
13 N -0.968 3.162 1.860  0.632
14 C -1.534 3.852 2.864  0.003
15 C -2.734 3.251 3.182  -1.430
16 C -2.821 2.159 2.319  -0.241
17 N -1.753 2.121 1.535  -0.911
18 N 1.044 4.657 1.343  0.537
19 C 0.506 5.901 1.408  -0.346
20 C 1.534 6.811 1.378  -0.964
21 C 2.693 6.027 1.281  -0.322
22 N 2.379 4.752 1.253  -1.106
23 H 3.331 0.937 4.020  0.480
24 H 1.899 -0.817 2.509  0.511
25 H 2.522 3.378 3.105  0.568
26 H 0.343 4.971 -1.142  0.487
27 H -0.417 3.757 -3.438  0.468
28 H -0.775 1.141 -2.707  0.377
29 H -1.059 4.705 3.299  0.682
30 H -3.430 3.553 3.934  0.468
31 H -3.591 1.418 2.231  0.573
32 H -0.549 6.070 1.476  0.682
33 H 1.460 7.877 1.410  0.458
34 H 3.715 6.339 1.230  0.484
35 C 3.412 -0.942 -0.254  -0.929
36 Si 2.536 -1.577 -1.825  0.415
37 C 2.990 -3.424 -2.082  -1.102
38 C 3.014 -0.451 -3.293  -1.096
39 As 0.120 -1.401 -1.380  -0.055
40 Si -0.986 -2.563 -3.300  0.656
41 C -1.292 -4.375 -2.786  -0.981
42 C 0.283 -2.391 -4.735  -1.156
43 C -2.579 -1.655 -3.829  -1.144
44 H 4.490 -0.898 -0.382  0.536
45 H 3.220 -1.595 0.592  0.250
46 H 3.075 0.058 0.006  0.035
47 H 4.004 -3.606 -1.738  0.459
48 H 2.936 -3.745 -3.119  0.358
49 H 2.319 -4.059 -1.509  0.241
50 H 4.091 -0.448 -3.415  0.405
51 H 2.695 0.571 -3.110  0.314
52 H 2.583 -0.768 -4.235  0.339
53 H -0.372 -4.878 -2.498  0.235
54 H -1.764 -4.938 -3.585  0.483
55 H -1.962 -4.381 -1.929  0.193
56 H 1.252 -2.821 -4.502  0.264
57 H 0.426 -1.345 -4.992  0.300
58 H -0.091 -2.894 -5.619  0.441
59 H -3.405 -1.890 -3.162  0.338
60 H -2.863 -1.952 -4.835  0.482
61 H -2.459 -0.574 -3.821  0.313
62 O -2.473 -2.435 -0.586  -0.513
63 Cl -3.303 -1.307 -0.290  1.668
64 O -4.628 -1.568 -0.632  -0.722
65 O -3.157 -1.025 1.103  -0.602
66 O -2.784 -0.184 -1.022  -0.527
67 C -2.430 -3.002 4.252  -1.048
68 N -1.563 -3.105 3.098  0.139
69 C -1.400 -4.269 2.437  -0.126
70 C -0.739 -4.347 1.253  -1.205
71 C -0.285 -3.126 0.693  0.233
72 O 0.221 -3.061 -0.494  -0.188
73 N -0.376 -2.019 1.401  0.143
74 C -1.025 -1.939 2.589  0.227
75 O -1.117 -0.854 3.146  -0.701
76 H -2.336 -3.892 4.872  0.391
77 H -3.465 -2.881 3.925  0.331
78 H -2.143 -2.118 4.819  0.306
79 H -1.844 -5.145 2.890  0.446
80 H -0.628 -5.277 0.724  0.540

Its spin multiplicity is 2. Its charge is +1. The molecular weight is 915.2 g/mol. The value obtained for the electronic energy is -5286.58070 a.u. The value obtained for the largest force on an atom is 0.122 hartree/bohr. As for the relative energy (zero: lowest compared OMol25 entry of this formula, charge and spin): 88.9 kcal per mole. The calculation puts the LUMO energy (alpha / beta) at -0.1543 / -0.1450 hartree.